{
  "formula": "C4H11S",
  "method": "ωB97M-V/def2-TZVPD",
  "max_force_ev_per_a": 1.281,
  "total_charge": -1,
  "multiplicity": 1,
  "relative_energy_ev": 0.676,
  "e_homo_ev": -2.067,
  "species": ["C", "S", "H", "H", "H", "C", "C", "C", "H", "H", "H", "H", "H", "H", "H", "H"],
  "xyz": [[2.32620, 1.23594, 0.84856], [2.18385, -0.58099, 0.77927], [1.69046, 1.76248, 0.13370], [3.33704, 1.59753, 0.65865], [2.07611, 1.58108, 1.85991], [-2.61474, 0.05110, 0.46906], [-1.65010, 0.04637, -0.72373], [-2.27548, -0.41476, -2.01076], [-2.09606, 0.33569, 1.39172], [-3.38264, 0.80076, 0.26842], [-3.10263, -0.91346, 0.60302], [-1.20937, 1.04028, -0.76984], [-0.74872, -0.55351, -0.51087], [-1.56848, -0.44308, -2.84974], [-3.04801, 0.25790, -2.40033], [-2.74007, -1.40136, -1.94476]],
  "lowdin_charge": [-0.78, -0.06, -0.03, -0.03, -0.03, -0.13, -0.34, -0.15, 0.07, 0.06, 0.06, 0.09, 0.07, 0.07, 0.06, 0.06]
}